Entry 1:
61
Properties=species:S:1:pos:R:3 method="wB97M-V/def2-TZVPD" relative_energy_kj_mol=116.79 total_charge=0 spin_multiplicity=1 smiles="C=C(C)C(=O)N1C[C@@]2(CC(c3cccc(NC(=O)CCCCC)c3)=NO2)C[C@H]1C(N)=O" gap_ha=0.3222
C 6.35021 -0.11346 -2.25675
C 5.59843 -0.96123 -1.57437
C 4.98783 -2.20232 -2.14679
H 3.90619 -2.19503 -2.01114
H 5.38125 -3.07190 -1.62154
H 5.21389 -2.29112 -3.20590
C 5.38249 -0.79692 -0.10069
O 5.96825 -1.50304 0.71284
N 4.49232 0.13953 0.26724
C 3.77094 1.00405 -0.64420
H 3.21078 0.42173 -1.38024
C 2.85946 1.85746 0.25109
C 3.62203 1.88391 1.58383
C 4.27232 0.50919 1.66452
H 5.23645 0.52243 2.18565
C 3.37069 -0.51738 2.39170
O 2.25916 -0.24864 2.79901
N 3.95973 -1.70763 2.54334
H 3.45278 -2.45415 2.99048
H 4.86413 -1.88422 2.11048
H 2.96156 2.06281 2.43009
H 4.37282 2.67293 1.53890
C 1.40756 1.37316 0.36159
C 0.66576 2.60078 -0.11078
N 1.45264 3.54161 -0.46033
O 2.75608 3.18826 -0.29599
C -0.77724 2.71536 -0.18218
C -1.59161 1.73051 0.36854
C -2.97796 1.84075 0.30764
C -3.55343 2.94113 -0.32194
C -2.73941 3.91903 -0.86935
C -1.36434 3.82021 -0.80305
H -0.72311 4.57794 -1.22238
H -3.19355 4.77104 -1.35217
H -4.62567 3.02234 -0.37582
N -3.73134 0.82507 0.90302
C -5.08428 0.63745 0.89459
O -5.87266 1.36603 0.33679
C -5.51704 -0.61432 1.63888
C -5.66839 -1.79034 0.66467
C -4.33562 -2.24277 0.07083
C -4.45919 -3.52054 -0.76103
C -5.27463 -3.32858 -2.03406
H -4.86383 -2.51647 -2.63004
H -5.25679 -4.23642 -2.63272
H -6.31066 -3.09622 -1.80375
H -4.91453 -4.30494 -0.15201
H -3.45493 -3.85544 -1.03227
H -3.92501 -1.45000 -0.55889
H -3.62903 -2.43002 0.88535
H -6.34690 -1.48725 -0.13314
H -6.12423 -2.62790 1.19784
H -4.80865 -0.86714 2.43005
H -6.48835 -0.40615 2.08971
H -3.17919 0.12406 1.37770
H -1.15024 0.87575 0.86130
H 1.15386 1.09649 1.38454
H 1.19892 0.52107 -0.28861
H 4.45357 1.67226 -1.18009
H 6.55862 -0.26239 -3.30303
H 6.80111 0.74961 -1.79694

---

Entry 2:
60
Properties=species:S:1:pos:R:3 method="wB97M-V/def2-TZVPD" relative_energy_kj_mol=256.61 total_charge=+1 spin_multiplicity=4 gap_ha="0.2372 / 0.1489"
Tc -1.04410 0.25433 0.50706
C 1.85156 2.70064 4.35577
C 1.04594 3.17348 3.23895
C 0.33586 2.19058 2.50462
C 0.33794 0.84610 2.98726
C 0.96825 0.42748 4.16094
C 1.70544 1.40719 4.81677
N -0.45394 -0.11987 2.34752
N -0.69342 -1.31084 2.92013
C -1.60745 -2.02381 2.14707
C -1.98263 -3.30366 2.47300
C -2.89511 -3.91700 1.68005
C -3.45773 -3.28545 0.57078
C -2.86485 -2.14005 0.12176
C -1.93097 -1.42915 0.85436
H 2.33549 3.50663 4.86770
H 0.92521 4.24004 2.95194
H -0.37313 2.41984 1.74434
H 0.81339 -0.61722 4.44249
H 2.18589 1.05871 5.72520
H -1.65472 -3.83912 3.32232
H -3.38153 -4.75232 2.08792
H -4.24482 -3.73365 -0.05116
H -3.14961 -1.70141 -0.83939
N -4.39356 5.83536 0.20020
C -4.05953 4.73894 -0.03709
N -3.94978 3.47418 -0.43254
C -3.12792 2.64180 0.00743
N -2.25451 1.88351 0.28264
C 1.38500 1.90731 -0.66363
Si 0.67860 0.19810 -1.22514
C 1.90662 -1.32201 -0.93414
C 3.31777 -1.00295 -1.44349
C 1.25284 -2.58846 -1.49144
C 1.99460 -1.57923 0.56923
C 0.15281 0.32442 -3.04180
C -0.67139 1.61519 -3.16086
C -0.71289 -0.86864 -3.43465
C 1.32010 0.40581 -4.03785
H 2.10595 2.34698 -1.32751
H 1.76217 1.84489 0.39121
H 0.54537 2.60197 -0.51736
H 3.42805 -0.83293 -2.56345
H 3.93928 -1.75964 -1.02506
H 3.66739 -0.07987 -0.93717
H 1.29523 -2.61966 -2.57836
H 0.21477 -2.77262 -1.17313
H 1.78025 -3.44880 -0.97972
H 2.39010 -0.69922 1.08185
H 2.64431 -2.41331 0.78109
H 1.04323 -1.73962 1.05545
H -1.41498 1.82294 -2.40261
H -1.19714 1.59803 -4.18064
H -0.04310 2.55255 -3.25945
H -1.30822 -1.24720 -2.58455
H -0.07228 -1.69240 -3.88726
H -1.44001 -0.60559 -4.26279
H 2.10767 1.19547 -3.69035
H 1.00510 0.75089 -5.02111
H 1.93713 -0.51767 -4.01332

---

Entry 3:
60
Properties=species:S:1:pos:R:3 method="wB97M-V/def2-TZVPD" total_charge=+1 spin_multiplicity=1 gap_ha=0.2551
C 2.09665 -4.23505 -1.59042
C 1.93330 -3.01407 -0.94021
C 1.92400 -1.82795 -1.72356
C 1.97987 -1.88907 -3.12223
C 2.10530 -3.12893 -3.75128
C 2.17666 -4.29755 -2.98757
C 1.76473 -0.58468 -3.82605
C 2.54127 0.50090 -3.13994
C 2.48873 0.48392 -1.73875
C 3.01676 1.56219 -0.97253
C 3.64110 2.60308 -1.65512
C 3.71909 2.61116 -3.05461
C 3.16430 1.56375 -3.79522
H 2.13108 -5.14771 -0.98784
H 2.13698 -3.17383 -4.84002
H 2.28253 -5.27245 -3.47219
H 2.00271 -0.64440 -4.89251
H 4.06382 3.42900 -1.07905
H 4.20965 3.44186 -3.56322
H 3.20018 1.56752 -4.88584
N 1.83127 -0.57875 -1.11829
Al -0.03576 -0.01704 -0.14308
C 1.75554 -2.91540 0.55695
H 2.53532 -2.27823 1.00311
H 1.76443 -3.90844 1.02696
C 2.93313 1.52689 0.54001
H 3.43228 0.62051 0.92095
H 3.40109 2.42475 0.97168
P 0.14573 -2.14343 0.98220
P 1.22684 1.45792 1.23109
C 0.70590 3.19116 1.10021
H -0.26967 3.32858 1.58453
H 1.45766 3.82354 1.59368
H 0.62446 3.46560 0.04158
C 1.49162 1.19265 3.00906
H 2.00107 2.07161 3.43037
H 0.52732 1.05885 3.51700
H 2.10624 0.29788 3.17576
C -1.03040 -3.41628 0.42895
H -0.67475 -4.39859 0.76982
H -2.02599 -3.21850 0.84655
H -1.09124 -3.41169 -0.66654
C 0.07570 -2.26153 2.79638
H -0.85865 -1.80655 3.14825
H 0.09548 -3.32287 3.08612
H 0.92642 -1.73648 3.25106
H 0.68060 -0.31949 -3.67438
H -0.42550 0.92477 -1.41525
C -5.31200 -0.84494 0.85199
N -3.98000 -0.29625 1.05196
C -3.62088 0.64151 2.01932
C -2.30157 0.89817 1.85908
N -1.83490 0.12599 0.78905
C -2.88108 -0.59301 0.34241
H -5.66032 -1.36446 1.75372
H -6.03228 -0.04819 0.62636
H -5.29631 -1.55439 0.01672
H -4.33919 1.03210 2.71870
H -1.66106 1.56961 2.41069
H -2.87672 -1.29352 -0.48630

---

Entry 4:
64
Properties=species:S:1:pos:R:3 method="wB97M-V/def2-TZVPD" relative_energy_kj_mol=128.83 total_charge=-1 spin_multiplicity=1 gap_ha=0.1420
O 0.55766 -1.38209 0.18423
C 0.58842 -2.15857 -1.07156
C 1.20502 -3.40309 -0.41211
H 1.16648 -1.62755 -1.82664
H -0.45729 -2.31838 -1.41764
C 1.25364 -2.49120 0.81976
H 2.22559 -3.71309 -0.62240
H 0.50490 -4.22875 -0.36416
C 2.69540 -2.10713 1.13283
H 3.22555 -1.98800 0.13963
H 3.19735 -2.95627 1.63110
H 2.77201 -1.23553 1.81361
C 0.50020 -3.13229 1.96293
H -0.39125 -3.65570 1.58190
H 0.28304 -2.42880 2.76856
H 1.11671 -3.93569 2.36764
Ba -0.59243 1.64795 -0.89521
C -3.03886 0.63818 1.51156
C -3.45669 0.99913 0.20517
C -3.10427 -0.05454 -0.67795
H -3.99934 1.87976 -0.05615
C -2.43700 -1.04717 0.08029
C -2.38459 -0.60749 1.43122
H -1.92755 -1.13932 2.25981
H -3.24200 1.20823 2.40995
H -3.34221 -0.07853 -1.74757
H -2.10996 -2.02005 -0.26894
C -0.79139 2.09215 2.89307
C -0.48370 0.83266 3.47417
C 0.80069 0.44568 3.04898
H -1.14751 0.27926 4.14974
C 1.30874 1.44691 2.17956
C 0.33088 2.48815 2.10229
H 0.42515 3.42610 1.57178
H -1.69862 2.65511 3.01879
H 1.33783 -0.45604 3.37546
H 2.26818 1.45964 1.67179
O 2.58386 -2.11615 -2.84208
C 3.29354 -3.37132 -2.55536
C 4.06728 -3.87890 -3.77528
H 2.56577 -4.17350 -2.32617
H 3.95778 -3.25321 -1.67837
C 3.65220 -2.92597 -4.90535
H 3.80032 -4.90782 -4.00930
H 5.14506 -3.80217 -3.57547
C 2.80187 -1.79453 -4.23924
H 3.01685 -3.51840 -5.58145
H 4.51484 -2.51489 -5.43106
H 1.83877 -1.63916 -4.75160
H 3.34789 -0.82580 -4.25362
C -1.59949 5.30567 1.48057
C -2.45126 4.28327 0.70449
O -1.84402 3.08277 0.48383
C -3.86745 4.21026 1.43052
F -4.31402 5.45995 1.75034
F -4.86195 3.64510 0.68809
F -3.77233 3.49502 2.59660
C -2.69116 4.73994 -0.78993
F -3.31246 5.92526 -0.93068
F -1.46121 4.82410 -1.42582
F -3.39399 3.79129 -1.50161
H -1.49566 4.98003 2.53174
H -2.09460 6.29264 1.43438
H -0.58524 5.35286 1.04634

---

Entry 5:
79
Properties=species:S:1:pos:R:3 method="wB97M-V/def2-TZVPD" relative_energy_kj_mol=0.00 total_charge=0 spin_multiplicity=1 smiles="O=C1OC[C@@H](F)O1.O=C1OC[C@@H](F)O1.O=C1OC[C@@H](F)O1.C[C@H]1COC(=O)O1.C[C@H]1COC(=O)O1.C[C@H]1COC(=O)O1.ClCCl.ClCCl" gap_ha=0.3881
C 4.88833 -3.34574 -7.29340
C 4.67993 -1.87840 -7.64171
C 4.08898 -1.11128 -6.49623
O 5.02503 -0.02375 -6.34889
C 6.13553 -0.22752 -7.02936
O 7.18149 0.45251 -6.99247
O 6.00712 -1.37948 -7.69785
H 3.93288 -3.80661 -7.04279
H 5.58449 -3.52927 -6.47500
H 5.26369 -4.03969 -8.04548
H 4.14077 -1.57860 -8.54034
H 4.06641 -1.62554 -5.53543
H 3.08175 -0.75916 -6.71894
C -8.61010 6.84341 1.07414
C -8.73721 5.37887 0.81090
C -8.10931 4.90897 -0.48752
O -7.19351 3.99610 -0.02721
C -7.04822 4.02316 1.25123
O -6.11936 3.48860 1.86358
O -8.02099 4.76069 1.79999
H -9.25451 7.42018 0.41069
H -7.61444 7.22321 0.84495
H -8.99915 7.04757 2.07166
H -9.75206 5.02031 0.98300
H -7.56461 5.69236 -1.01450
H -8.82503 4.42512 -1.15215
C 2.88515 1.31268 1.94854
C 1.43342 1.17594 1.54442
C 0.98347 2.31404 0.65182
O 0.57761 1.64653 -0.44215
C 0.75490 0.33142 -0.40758
O 0.31992 -0.46016 -1.22871
O 1.40283 0.03581 0.71483
H 2.97117 2.24356 2.50904
H 3.57691 1.40927 1.11174
H 3.16848 0.50924 2.62846
H 0.75639 1.03601 2.38712
H 1.70206 3.10659 0.44302
H 0.05603 2.70344 1.07173
C 8.21981 6.22207 4.72749
Cl 9.61244 5.94470 5.87128
Cl 7.46647 7.79156 4.97836
H 8.46951 6.11775 3.67162
H 7.47229 5.43962 4.85818
C -2.21948 8.85264 -2.31043
Cl -2.44046 7.88764 -0.79944
Cl -0.66880 8.45437 -3.18589
H -2.94902 8.57853 -3.07249
H -2.24254 9.92553 -2.11942
C -5.44506 -3.58601 -0.43364
C -5.07774 -4.96865 -0.06020
O -6.12318 -5.70319 -0.64920
C -7.25616 -4.92104 -0.50752
O -8.41479 -5.27004 -0.73764
O -6.85983 -3.68324 -0.29592
F -5.10237 -5.08892 1.28069
H -5.05744 -3.32056 -1.41720
H -5.15416 -2.87467 0.33932
H -4.08726 -5.22474 -0.43633
C 3.35303 -5.41387 0.10274
C 3.93349 -5.68814 -1.37347
O 4.56786 -4.44061 -1.58403
C 4.99064 -4.02610 -0.41213
O 5.82971 -3.13915 -0.25013
O 4.48139 -4.69142 0.61310
F 2.92715 -5.98271 -2.21777
H 3.23607 -6.36758 0.61738
H 2.35979 -4.96495 0.10894
H 4.65635 -6.49933 -1.46041
C 0.60468 -3.47638 6.80897
C 0.08218 -4.90069 6.52760
O 1.11103 -5.70327 6.79589
C 2.23950 -4.96739 6.71770
O 3.32145 -5.45232 6.52356
O 2.01965 -3.70065 6.93550
F -0.35258 -4.90404 5.25085
H 0.17111 -3.19477 7.76856
H 0.28605 -2.65091 6.17243
H -0.77739 -5.14962 7.14991

---

Entry 6:
62
Properties=species:S:1:pos:R:3 method="wB97M-V/def2-TZVPD" relative_energy_kj_mol=1960.12 total_charge=0 spin_multiplicity=1 smiles="Cc1nn(C)cc1[C@@H](C)NCc1c(C(=O)N2CCCCCCC2)nc2ccc(Cl)cn12" gap_ha=0.2723
C -2.95428 -1.39003 -3.19990
C -2.68943 -1.68529 -1.82007
N -3.58590 -2.19925 -1.05284
N -2.81474 -2.34557 0.17013
C -1.50377 -1.82036 0.12243
C -1.19417 -1.55753 -1.16419
C 0.14647 -1.11719 -1.67319
N -0.21388 0.34142 -2.56673
H 0.72305 0.68894 -2.86167
C -0.89552 1.27827 -1.63503
C -0.34982 1.20059 -0.43655
C 0.95885 1.50441 0.11727
N 0.83426 1.47812 1.72913
C -0.40296 0.98532 1.88826
C -0.97172 0.94945 3.16101
C -2.19177 0.51226 3.37218
C -3.08930 0.61448 2.30003
C -2.47417 0.77749 0.97693
N -1.32671 1.03632 0.70603
H -3.06692 0.68639 0.00084
Cl -4.75342 0.37796 2.20570
H -2.62102 0.25246 4.21648
H -0.29898 0.74169 3.99201
C 2.17019 1.57144 -0.55675
O 1.81953 2.14980 -2.01849
N 3.24029 1.63753 -0.09364
C 3.69635 1.52104 1.45821
H 2.73205 1.12040 1.69970
C 4.85259 0.27777 1.55372
C 4.30581 -1.09232 1.08297
H 3.39432 -1.35906 1.44591
C 4.02849 -1.04569 -0.52802
H 3.02468 -0.77910 -0.73404
H 3.97657 -2.15667 -0.61121
C 5.12121 -0.50630 -1.35197
C 4.60243 0.65966 -2.16814
H 3.66738 0.78607 -2.66508
H 5.48707 0.89174 -2.61018
C 4.41683 1.90382 -1.05775
H 5.42508 2.04295 -0.54841
H 4.08185 2.70433 -1.45087
H 6.20929 -0.63694 -0.85049
H 5.38710 -1.20830 -2.20552
H 5.18544 -1.69009 1.39523
H 5.75720 0.67734 0.89233
H 4.80577 0.30201 2.63884
H 4.02631 2.37511 1.83368
H -0.77188 2.23238 -1.98590
H -1.99645 1.10795 -1.82169
C 0.69949 -2.07455 -2.94249
H -0.16695 -2.09821 -3.77207
H 0.67565 -2.98239 -2.49008
H 1.30983 -1.63523 -3.32155
H 0.70949 -1.03478 -0.88400
H -0.85322 -2.22374 0.98254
C -3.42241 -3.17640 1.29490
H -4.48329 -2.73934 1.14589
H -3.09553 -4.04089 1.38146
H -3.15592 -2.49335 2.12037
H -2.94817 -2.46158 -3.71751
H -2.31894 -0.45879 -3.59972
H -3.97255 -1.02044 -3.20981